ORCA calculation (wB97M-V/def2-TZVPD) on a structure of composition C37H41FeIN2OPS at a distorted geometry.

Atoms and positions in Å:
1 Fe -0.5471 0.2440 -0.6912
2 I 1.5896 -0.9978 0.2414
3 C 2.3847 -0.3039 2.0899
4 C 3.6140 -0.8376 2.2917
5 C 4.3254 -0.5900 3.4867
6 C 3.7570 0.1648 4.4530
7 C 2.4756 0.7392 4.2731
8 C 1.9272 1.4981 5.3304
9 C 0.7018 2.0563 5.2024
10 C -0.0070 1.9197 3.9914
11 C 0.4798 1.2410 2.9074
12 C 1.7453 0.5630 3.0440
13 H 4.0448 -1.4675 1.5228
14 H 5.3105 -1.0165 3.6293
15 H 4.2785 0.3489 5.3865
16 H 2.5031 1.6135 6.2432
17 H 0.2746 2.6252 6.0198
18 H -0.9729 2.3970 3.8994
19 O -1.3308 -1.6822 -1.2110
20 N -1.0441 -2.2823 -2.3470
21 C -1.5434 -3.5232 -2.5140
22 C -1.3276 -4.2414 -3.6573
23 C -0.5637 -3.6623 -4.6750
24 C -0.0550 -2.4080 -4.4927
25 C -0.2792 -1.6730 -3.3032
26 S 0.3348 -0.1079 -3.0340
27 H -2.1197 -3.8745 -1.6713
28 H -1.7480 -5.2328 -3.7517
29 H -0.3768 -4.1990 -5.5991
30 H 0.5423 -1.9266 -5.2539
31 C 1.1830 3.0916 -0.6590
32 C 1.2057 2.6617 0.8010
33 C 1.4564 3.9209 1.6510
34 P -0.4487 1.4385 1.2993
35 C -2.0515 0.4144 2.2361
36 C -3.4833 0.8600 1.9274
37 C -1.8947 -1.0952 2.0754
38 C -1.5837 2.8274 0.9139
39 C -1.8339 3.9353 1.7142
40 C -2.7223 4.9481 1.3570
41 C -2.9359 6.1593 2.2392
42 C -3.3842 4.8039 0.1455
43 C -3.1572 3.7171 -0.6858
44 C -2.2333 2.7036 -0.3527
45 N -1.9620 1.6227 -1.1846
46 C -2.5918 1.5920 -2.4635
47 C -2.1940 2.4727 -3.4813
48 C -1.1042 3.4830 -3.2425
49 C -2.7829 2.4009 -4.7405
50 C -3.7669 1.4710 -5.0470
51 C -4.4121 1.4225 -6.4118
52 C -4.1490 0.6005 -4.0388
53 C -3.5905 0.6450 -2.7614
54 C -4.1083 -0.3359 -1.7355
55 H 2.1079 3.6258 -0.9256
56 H 0.3439 3.7726 -0.8406
57 H 1.0877 2.2498 -1.3494
58 H 2.0774 2.0182 0.9462
59 H 0.7053 4.6857 1.4366
60 H 2.4388 4.3629 1.4140
61 H 1.4457 3.7269 2.7279
62 H -1.8965 0.6138 3.2923
63 H -3.6802 0.9112 0.8558
64 H -3.6898 1.8519 2.3375
65 H -4.2154 0.1579 2.3619
66 H -2.0874 -1.4327 1.0524
67 H -2.5974 -1.6314 2.7324
68 H -0.8831 -1.4269 2.3477
69 H -1.3209 4.0261 2.6675
70 H -2.5137 5.9943 3.2333
71 H -3.9990 6.3887 2.3599
72 H -2.4554 7.0515 1.8243
73 H -4.0997 5.5642 -0.1628
74 H -3.7065 3.6369 -1.6173
75 H -1.2918 4.0775 -2.3473
76 H -1.0211 4.1583 -4.0966
77 H -0.1429 2.9798 -3.1083
78 H -2.4449 3.0912 -5.5108
79 H -3.8577 2.0318 -7.1285
80 H -5.4379 1.8014 -6.3755
81 H -4.4550 0.3996 -6.7953
82 H -4.9134 -0.1485 -4.2419
83 H -4.4166 -1.2644 -2.2251
84 H -4.9792 0.0737 -1.2159
85 H -3.3586 -0.5796 -0.9951

lowest unoccupied orbital energy (spin up / spin down) = 2.330 / 2.308 eV
E_HOMO (spin up / spin down) = -3.056 / -3.381 eV
multiplicity = 5
electronic energy = -3920.1987 Eh
total charge = -1
max |F| = 1.909 eV Å⁻¹

Listed below, in e, are the Löwdin charges computed for each atom: atom 1 (Fe): 0.181, atom 2 (I): 1.200, atom 3 (C): -0.536, atom 4 (C): -0.202, atom 5 (C): -0.092, atom 6 (C): -0.056, atom 7 (C): -0.160, atom 8 (C): -0.061, atom 9 (C): -0.074, atom 10 (C): -0.114, atom 11 (C): -0.280, atom 12 (C): -0.162, atom 13 (H): 0.065, atom 14 (H): 0.099, atom 15 (H): 0.108, atom 16 (H): 0.105, atom 17 (H): 0.102, atom 18 (H): 0.094, atom 19 (O): -0.282, atom 20 (N): -0.201, atom 21 (C): -0.031, atom 22 (C): -0.080, atom 23 (C): -0.095, atom 24 (C): -0.098, atom 25 (C): -0.653, atom 26 (S): 0.661, atom 27 (H): 0.136, atom 28 (H): 0.097, atom 29 (H): 0.102, atom 30 (H): 0.099, atom 31 (C): -0.151, atom 32 (C): -0.469, atom 33 (C): -0.129, atom 34 (P): 0.903, atom 35 (C): -0.460, atom 36 (C): -0.126, atom 37 (C): -0.157, atom 38 (C): -0.293, atom 39 (C): -0.078, atom 40 (C): -0.300, atom 41 (C): -0.073, atom 42 (C): -0.066, atom 43 (C): -0.036, atom 44 (C): -0.322, atom 45 (N): -0.043, atom 46 (C): -0.252, atom 47 (C): -0.225, atom 48 (C): -0.039, atom 49 (C): -0.023, atom 50 (C): -0.288, atom 51 (C): -0.068, atom 52 (C): -0.030, atom 53 (C): -0.190, atom 54 (C): -0.048, atom 55 (H): 0.075, atom 56 (H): 0.062, atom 57 (H): 0.017, atom 58 (H): 0.056, atom 59 (H): 0.060, atom 60 (H): 0.067, atom 61 (H): 0.054, atom 62 (H): 0.058, atom 63 (H): 0.044, atom 64 (H): 0.065, atom 65 (H): 0.067, atom 66 (H): 0.039, atom 67 (H): 0.065, atom 68 (H): 0.045, atom 69 (H): 0.093, atom 70 (H): 0.065, atom 71 (H): 0.067, atom 72 (H): 0.069, atom 73 (H): 0.103, atom 74 (H): 0.108, atom 75 (H): 0.063, atom 76 (H): 0.074, atom 77 (H): 0.058, atom 78 (H): 0.106, atom 79 (H): 0.066, atom 80 (H): 0.072, atom 81 (H): 0.070, atom 82 (H): 0.112, atom 83 (H): 0.073, atom 84 (H): 0.083, atom 85 (H): 0.032

---

ORCA calculation (wB97M-V/def2-TZVPD) on a structure of composition C30H54Br2N5PTi.

Atoms and positions in Å:
1 Ti -0.1794 -0.3820 0.8001
2 N 0.0760 0.8393 2.6071
3 C -0.6772 0.7788 3.9158
4 C -1.9187 -0.0896 3.9048
5 C -2.7938 0.0804 2.6837
6 N -2.2678 -0.7678 1.5637
7 H 1.0621 0.8385 2.8356
8 H -0.0703 1.7648 2.2159
9 H -0.9432 1.7998 4.1854
10 H 0.0156 0.4207 4.6719
11 H -2.4948 0.1614 4.7962
12 H -1.6538 -1.1477 4.0124
13 H -2.8149 1.1104 2.3306
14 H -3.8188 -0.2118 2.8998
15 H -2.8981 -0.6298 0.7779
16 H -2.3751 -1.7325 1.8636
17 C 2.6521 -1.3258 -2.6305
18 C 3.1173 -1.3580 -1.1658
19 C 4.6477 -1.3166 -1.1457
20 P 2.2814 -0.0263 -0.1696
21 C 3.5836 0.7353 0.8898
22 C 4.1063 -0.2285 1.9752
23 C 3.1293 2.0767 1.4746
24 C 1.8174 1.2561 -1.3390
25 C 2.7339 1.9054 -2.1675
26 C 2.3396 2.8908 -3.0624
27 C 3.3303 3.6069 -3.9395
28 C 0.9808 3.2039 -3.1085
29 C 0.0535 2.5805 -2.2878
30 C 0.4692 1.6014 -1.3908
31 N -0.4548 0.9686 -0.4843
32 C -1.7705 1.5694 -0.3939
33 C -2.8708 0.9719 -1.0323
34 C -2.7187 -0.1579 -2.0213
35 C -4.1401 1.4904 -0.8128
36 C -4.3503 2.6202 -0.0222
37 C -5.7311 3.1839 0.1649
38 C -3.2351 3.2396 0.5289
39 C -1.9470 2.7434 0.3546
40 C -0.7959 3.5415 0.9140
41 H 3.2525 -0.6096 -3.1946
42 H 1.6221 -1.0119 -2.7721
43 H 2.8021 -2.3064 -3.0921
44 H 2.8055 -2.2928 -0.6911
45 H 5.0260 -0.3635 -1.5247
46 H 5.0310 -2.0952 -1.8097
47 H 5.0666 -1.4927 -0.1585
48 H 4.3906 0.9513 0.1875
49 H 4.0229 0.2308 2.9591
50 H 5.1565 -0.4721 1.8260
51 H 3.5562 -1.1725 2.0162
52 H 2.5540 1.9404 2.3929
53 H 2.5528 2.6833 0.7753
54 H 4.0049 2.6623 1.7606
55 H 3.7875 1.6431 -2.1154
56 H 4.3128 3.1385 -3.8990
57 H 3.4424 4.6467 -3.6263
58 H 3.0010 3.6159 -4.9791
59 H 0.6377 3.9628 -3.8043
60 H -0.9901 2.8633 -2.3491
61 H -3.3616 -1.0117 -1.7671
62 H -1.6839 -0.4794 -2.1143
63 H -3.0339 0.1636 -3.0161
64 H -4.9907 1.0286 -1.3081
65 H -6.0656 3.6810 -0.7486
66 H -5.7579 3.9176 0.9690
67 H -6.4547 2.3993 0.3899
68 H -3.3675 4.1508 1.1059
69 H -0.7579 4.5252 0.4411
70 H 0.1735 3.0816 0.7295
71 H -0.9198 3.7296 1.9858
72 Br 2.4099 -1.1814 4.9509
73 C 1.3371 -2.6483 4.4298
74 Br 0.8628 -2.6602 2.5055
75 H 0.3978 -2.6445 4.9628
76 H 1.8858 -3.5708 4.5550
77 N -1.3116 -5.1176 -1.8812
78 C -2.0966 -4.8242 -0.6271
79 C -1.3188 -3.8557 0.2484
80 N -0.9637 -2.5892 -0.4302
81 C -0.2217 -2.8989 -1.6643
82 C -0.9551 -3.8413 -2.6038
83 H -1.8516 -5.7294 -2.4946
84 H -0.4634 -5.6359 -1.6483
85 H -2.2791 -5.7676 -0.1178
86 H -3.0499 -4.4139 -0.9552
87 H -0.4015 -4.3296 0.6000
88 H -1.9201 -3.6638 1.1344
89 H -1.8233 -2.1272 -0.7157
90 H 0.7510 -3.3101 -1.3882
91 H -0.0335 -1.9846 -2.2029
92 H -0.3483 -4.1020 -3.4682
93 H -1.8969 -3.4174 -2.9502

lowest unoccupied orbital energy (spin up / spin down) = -7.913 / -7.737 eV
E_HOMO (spin up / spin down) = -15.267 / -15.268 eV
multiplicity = 2
electronic energy = -7787.3758 Eh
total charge = +3
max |F| = 0.657 eV Å⁻¹

Listed below, in e, are the Löwdin charges computed for each atom: atom 1 (Ti): 0.763, atom 2 (N): -0.021, atom 3 (C): -0.184, atom 4 (C): -0.170, atom 5 (C): -0.184, atom 6 (N): -0.031, atom 7 (H): 0.042, atom 8 (H): 0.048, atom 9 (H): 0.133, atom 10 (H): 0.076, atom 11 (H): 0.137, atom 12 (H): 0.102, atom 13 (H): 0.113, atom 14 (H): 0.134, atom 15 (H): 0.079, atom 16 (H): 0.074, atom 17 (C): -0.111, atom 18 (C): -0.513, atom 19 (C): -0.087, atom 20 (P): 1.053, atom 21 (C): -0.512, atom 22 (C): -0.121, atom 23 (C): -0.084, atom 24 (C): -0.340, atom 25 (C): -0.030, atom 26 (C): -0.241, atom 27 (C): -0.024, atom 28 (C): 0.009, atom 29 (C): 0.010, atom 30 (C): -0.289, atom 31 (N): -0.133, atom 32 (C): -0.257, atom 33 (C): -0.233, atom 34 (C): -0.032, atom 35 (C): 0.008, atom 36 (C): -0.235, atom 37 (C): -0.022, atom 38 (C): 0.011, atom 39 (C): -0.209, atom 40 (C): -0.018, atom 41 (H): 0.089, atom 42 (H): 0.049, atom 43 (H): 0.094, atom 44 (H): 0.083, atom 45 (H): 0.084, atom 46 (H): 0.099, atom 47 (H): 0.069, atom 48 (H): 0.101, atom 49 (H): 0.041, atom 50 (H): 0.087, atom 51 (H): 0.028, atom 52 (H): 0.058, atom 53 (H): 0.070, atom 54 (H): 0.105, atom 55 (H): 0.119, atom 56 (H): 0.084, atom 57 (H): 0.098, atom 58 (H): 0.094, atom 59 (H): 0.134, atom 60 (H): 0.128, atom 61 (H): 0.085, atom 62 (H): 0.050, atom 63 (H): 0.108, atom 64 (H): 0.138, atom 65 (H): 0.102, atom 66 (H): 0.088, atom 67 (H): 0.091, atom 68 (H): 0.139, atom 69 (H): 0.113, atom 70 (H): 0.055, atom 71 (H): 0.097, atom 72 (Br): 0.770, atom 73 (C): -0.927, atom 74 (Br): 0.689, atom 75 (H): 0.012, atom 76 (H): 0.017, atom 77 (N): 0.079, atom 78 (C): -0.069, atom 79 (C): -0.216, atom 80 (N): -0.079, atom 81 (C): -0.181, atom 82 (C): -0.061, atom 83 (H): 0.195, atom 84 (H): 0.192, atom 85 (H): 0.151, atom 86 (H): 0.147, atom 87 (H): 0.089, atom 88 (H): 0.113, atom 89 (H): 0.068, atom 90 (H): 0.129, atom 91 (H): 0.097, atom 92 (H): 0.152, atom 93 (H): 0.145

---

ORCA calculation (wB97M-V/def2-TZVPD) on a cluster of 2 separate species, C36H40O in total at a distorted geometry.

Atoms and positions in Å:
1 C 0.8020 6.5552 2.0633
2 C 0.6122 5.2320 1.3793
3 C -0.6467 4.6351 1.3438
4 C -0.8742 3.4260 0.6903
5 C -2.2969 2.9151 0.7117
6 C 0.1992 2.7790 0.0404
7 C -0.0410 1.5536 -0.8495
8 C -0.8111 2.0077 -2.0966
9 C -0.7564 0.3619 -0.1489
10 C 0.1217 -0.5436 0.6080
11 C -0.2120 -1.0555 1.8914
12 C 0.6936 -0.9341 3.0033
13 C 1.9017 -0.0509 2.9255
14 C 0.4142 -1.5839 4.1986
15 C -0.7618 -2.3264 4.3769
16 C -1.0433 -3.0703 5.6509
17 C -1.7087 -2.3156 3.3482
18 C -1.4782 -1.6941 2.1299
19 C -2.5626 -1.7144 1.1034
20 C 1.4792 3.3700 0.0700
21 C 2.6376 2.7396 -0.6611
22 C 1.6724 4.5702 0.7542
23 H 1.8495 6.8722 2.0342
24 H 0.2058 7.3484 1.5918
25 H 0.4890 6.5142 3.1148
26 H -1.4978 5.1315 1.8135
27 H -2.6026 2.3535 -0.1754
28 H -2.4956 2.2788 1.5905
29 H -2.9898 3.7647 0.7901
30 H 0.9252 1.1648 -1.1969
31 H -0.1419 2.5846 -2.7498
32 H -1.1817 1.1526 -2.6694
33 H -1.6673 2.6380 -1.8375
34 H -1.5132 0.7601 0.5355
35 H -1.3073 -0.2065 -0.9160
36 H 1.1357 -0.6763 0.2407
37 H 2.4828 -0.1420 3.8518
38 H 2.5554 -0.2973 2.0821
39 H 1.6253 1.0088 2.8164
40 H 1.1453 -1.5340 5.0104
41 H -2.0208 -3.5637 5.6001
42 H -0.2940 -3.8521 5.8280
43 H -1.0420 -2.4236 6.5398
44 H -2.6519 -2.8426 3.4942
45 H -3.2932 -2.4958 1.3457
46 H -3.1145 -0.7622 1.0678
47 H -2.1783 -1.9280 0.1030
48 H 3.5442 3.3390 -0.5197
49 H 2.8618 1.7194 -0.3158
50 H 2.4524 2.6712 -1.7432
51 H 2.6695 5.0107 0.7636
52 C 1.6416 -6.0107 -0.6804
53 C 2.5684 -5.0048 -0.9975
54 C 2.1406 -3.6980 -1.2149
55 C 0.7564 -3.3669 -1.1372
56 C 0.2314 -2.1070 -1.5375
57 C 0.9475 -1.2113 -2.4273
58 C 0.1663 -0.6659 -3.6074
59 C 0.7691 0.2293 -4.5146
60 C 0.0126 0.8313 -5.5293
61 C -1.3390 0.5030 -5.6990
62 C -1.9250 -0.4444 -4.8546
63 C -1.1687 -1.0432 -3.8447
64 O 2.1340 -0.8436 -2.2182
65 C -0.1664 -4.3954 -0.7651
66 C 0.2750 -5.6974 -0.5701
67 H 1.9834 -7.0389 -0.5485
68 H 3.6307 -5.2433 -1.0824
69 H 2.8282 -2.9038 -1.5049
70 H -0.8722 -2.0822 -1.5230
71 H 1.8321 0.4531 -4.4102
72 H 0.4714 1.5560 -6.2055
73 H -1.9332 0.9517 -6.4990
74 H -2.9680 -0.7485 -4.9710
75 H -1.6302 -1.8235 -3.2434
76 H -1.2361 -4.1552 -0.7025
77 H -0.4409 -6.4856 -0.3349

lowest unoccupied orbital energy = -1.364 eV
E_HOMO = -6.567 eV
electronic energy = -1470.9497 Eh
max |F| = 2.057 eV Å⁻¹

Listed below, in e, are the Löwdin charges computed for each atom: atom 1 (C): -0.061, atom 2 (C): -0.270, atom 3 (C): -0.018, atom 4 (C): -0.198, atom 5 (C): -0.057, atom 6 (C): -0.102, atom 7 (C): -0.271, atom 8 (C): -0.031, atom 9 (C): -0.156, atom 10 (C): 0.048, atom 11 (C): -0.113, atom 12 (C): -0.187, atom 13 (C): -0.036, atom 14 (C): -0.005, atom 15 (C): -0.248, atom 16 (C): -0.052, atom 17 (C): -0.010, atom 18 (C): -0.180, atom 19 (C): -0.035, atom 20 (C): -0.205, atom 21 (C): -0.040, atom 22 (C): -0.009, atom 23 (H): 0.073, atom 24 (H): 0.082, atom 25 (H): 0.081, atom 26 (H): 0.120, atom 27 (H): 0.065, atom 28 (H): 0.091, atom 29 (H): 0.084, atom 30 (H): 0.098, atom 31 (H): 0.095, atom 32 (H): 0.055, atom 33 (H): 0.075, atom 34 (H): 0.085, atom 35 (H): 0.102, atom 36 (H): 0.111, atom 37 (H): 0.079, atom 38 (H): 0.085, atom 39 (H): 0.093, atom 40 (H): 0.122, atom 41 (H): 0.075, atom 42 (H): 0.086, atom 43 (H): 0.086, atom 44 (H): 0.116, atom 45 (H): 0.086, atom 46 (H): 0.094, atom 47 (H): 0.058, atom 48 (H): 0.077, atom 49 (H): 0.083, atom 50 (H): 0.088, atom 51 (H): 0.113, atom 52 (C): -0.104, atom 53 (C): -0.090, atom 54 (C): -0.022, atom 55 (C): -0.219, atom 56 (C): -0.045, atom 57 (C): -0.349, atom 58 (C): -0.155, atom 59 (C): -0.022, atom 60 (C): -0.075, atom 61 (C): -0.081, atom 62 (C): -0.081, atom 63 (C): -0.050, atom 64 (O): 0.010, atom 65 (C): -0.042, atom 66 (C): -0.101, atom 67 (H): 0.094, atom 68 (H): 0.101, atom 69 (H): 0.100, atom 70 (H): 0.071, atom 71 (H): 0.119, atom 72 (H): 0.105, atom 73 (H): 0.104, atom 74 (H): 0.105, atom 75 (H): 0.105, atom 76 (H): 0.105, atom 77 (H): 0.098